A molecular structure, C43H64N9O5RbSSi2. Source: OMol25; level of theory: ωB97M-V/def2-TZVPD.

Values from the calculation:
* energy relative to the best compared isomer or geometry (same formula, charge and spin): 0.0 kJ/mol
* strongest force on any atom: 1.124 eV Å⁻¹
* net charge: 0
* gap between HOMO and LUMO: 4.6 eV

Cartesian coordinates (Å):
Rb (-0.68040, 0.85240, -0.20884)
C (-0.06797, 3.28021, 3.67950)
N (0.88237, 2.28135, 3.21071)
C (1.82858, 2.80473, 2.22487)
C (2.88515, 1.77360, 2.01488)
N (2.82481, 0.78892, 1.16329)
C (3.94451, 0.01635, 1.41575)
C (4.37418, -1.16293, 0.80457)
C (5.52597, -1.76194, 1.28542)
C (6.25382, -1.20098, 2.34888)
C (5.85091, -0.02478, 2.96141)
C (4.68752, 0.57071, 2.47529)
N (3.98690, 1.70018, 2.83139)
C (-1.47808, 2.90882, 3.34517)
N (-1.81622, 2.26772, 2.26871)
C (-3.20966, 2.26930, 2.26332)
C (-4.10009, 1.76275, 1.31869)
C (-5.44911, 1.92332, 1.56260)
C (-5.91410, 2.56544, 2.71959)
C (-5.04406, 3.07932, 3.66269)
C (-3.68775, 2.92450, 3.40318)
N (-2.54950, 3.32307, 4.08551)
H (0.12089, 4.24221, 3.18896)
H (0.03268, 3.45277, 4.75650)
H (0.37825, 1.49364, 2.79887)
H (2.29230, 3.70716, 2.63176)
H (1.37739, 3.06082, 1.25661)
H (3.80954, -1.59222, -0.01495)
H (5.88494, -2.67327, 0.82510)
H (7.15862, -1.68987, 2.68546)
H (6.42446, 0.41417, 3.76768)
H (4.23057, 2.37330, 3.53702)
H (-3.74571, 1.27809, 0.41825)
H (-6.16610, 1.54151, 0.84788)
H (-6.98035, 2.66725, 2.87431)
H (-5.40762, 3.58271, 4.54917)
H (-2.51061, 3.83409, 4.94857)
C (-3.78154, -4.24340, -1.86862)
Si (-2.58593, -2.84441, -1.41872)
C (-1.08189, -3.11109, -2.53540)
C (-3.35009, -1.24005, -2.03675)
C (-2.08822, -2.72686, 0.34413)
C (-2.97066, -2.09067, 1.27728)
C (-4.37333, -1.95954, 1.03005)
C (-5.20793, -1.36297, 1.93571)
C (-4.69226, -0.87004, 3.14035)
C (-3.33800, -1.01901, 3.32854)
N (-2.49954, -1.58701, 2.45758)
Si (-0.77350, -3.85195, 0.89237)
C (-0.75027, -4.16211, 2.76360)
C (-0.96135, -5.61197, 0.21597)
C (1.00257, -3.39786, 0.31802)
H (-3.97868, -4.25431, -2.94463)
H (-4.74204, -4.13711, -1.35789)
H (-3.37276, -5.21737, -1.58946)
H (-1.40310, -3.07890, -3.58100)
H (-0.58490, -4.06968, -2.37645)
H (-0.35592, -2.30825, -2.39099)
H (-3.84095, -1.38415, -3.00346)
H (-2.56377, -0.49738, -2.18462)
H (-4.08398, -0.81217, -1.35159)
H (-4.78600, -2.38398, 0.12431)
H (-6.26831, -1.28854, 1.72208)
H (-5.31093, -0.38046, 3.87903)
H (-2.87641, -0.64120, 4.24021)
H (-1.63093, -4.76221, 3.00917)
H (-0.82331, -3.25447, 3.36052)
H (0.12769, -4.75144, 3.05445)
H (-1.94784, -6.00784, 0.46808)
H (-0.20970, -6.27513, 0.65690)
H (-0.85173, -5.66625, -0.86775)
H (1.17468, -2.31649, 0.29434)
H (1.13459, -3.75837, -0.70547)
H (1.78064, -3.87286, 0.92825)
O (-2.42512, 2.10009, -1.68171)
C (-2.24778, 2.89961, -2.58297)
C (-1.13156, 3.81571, -2.78141)
C (-1.25586, 4.66426, -3.87855)
C (-0.28967, 5.59831, -4.17744)
C (0.84870, 5.72678, -3.36410)
C (1.00366, 4.90580, -2.28857)
C (0.04659, 3.88383, -1.93888)
O (0.27556, 3.10465, -0.97832)
N (-0.44673, 6.45374, -5.33137)
O (-1.44370, 6.32049, -6.02354)
O (0.43117, 7.27236, -5.56277)
H (-3.01944, 2.98599, -3.37414)
H (-2.12789, 4.59258, -4.51665)
H (1.58729, 6.47598, -3.61260)
H (1.87813, 4.98630, -1.65351)
N (3.27887, -2.31731, 3.78357)
C (1.98432, -2.30121, 3.00039)
C (1.17879, -1.05534, 3.35269)
N (0.23251, -0.69043, 2.32661)
H (3.80970, -3.17011, 3.61308)
H (3.10465, -2.23476, 4.78464)
H (3.86769, -1.52316, 3.49062)
H (1.45948, -3.23120, 3.20145)
H (2.28486, -2.28612, 1.95742)
H (1.87956, -0.22526, 3.52726)
H (0.64551, -1.21023, 4.29558)
H (-0.65188, -1.23313, 2.38438)
H (0.64134, -0.84698, 1.41406)
C (1.78406, 2.12968, -4.92990)
C (3.03749, 1.78998, -4.12927)
C (2.78762, 1.56271, -2.64444)
S (1.78173, 0.16091, -2.11839)
O (0.41145, 0.28638, -2.70852)
C (2.60926, -1.21803, -2.97529)
C (2.05525, -1.51990, -4.36283)
C (2.39675, -2.94236, -4.78971)
H (2.03369, 2.28362, -5.98062)
H (1.32646, 3.04669, -4.55379)
H (1.03785, 1.34011, -4.85751)
H (3.75063, 2.61681, -4.20288)
H (3.54781, 0.92315, -4.55769)
H (2.25763, 2.40421, -2.19004)
H (3.72344, 1.43288, -2.08959)
H (2.44681, -2.07805, -2.32071)
H (3.68099, -1.00031, -2.98593)
H (2.43927, -0.80251, -5.08921)
H (0.97354, -1.38495, -4.33723)
H (3.47580, -3.11417, -4.79602)
H (2.02044, -3.14929, -5.79171)
H (1.94185, -3.66579, -4.10986)